# 1
Below is a molecular structure, C31H47Cl2N5OSi3Ta, with properties calculated with ωB97M-V/def2-TZVPD.

lowest unoccupied orbital energy = -9.4 eV
total charge = +3
E_HOMO = -0.5962 hartree
total energy = -3403.650651 hartree
2S+1 = 1
gap between HOMO and LUMO = 0.2518 Eh
molar mass = 841.9 g/mol

Structure (XYZ):
```
90
Properties=species:S:1:pos:R:3:forces:R:3:lowdin_charge:R:1
Ta -0.4760 0.5069 0.4506 -0.071 -0.087 -0.288 1.734
C -4.8452 -2.9261 -4.2627 -0.009 -0.020 0.011 -0.014
C -3.8054 -2.4497 -3.2939 0.038 -0.011 0.024 -0.226
C -3.0666 -3.3544 -2.5286 -0.011 0.052 -0.003 0.013
C -2.1192 -2.9077 -1.6356 -0.020 -0.030 0.011 0.010
C -1.8607 -1.5463 -1.4718 -0.027 0.024 0.070 -0.238
N -0.8689 -1.1037 -0.5609 0.079 0.066 0.076 -0.134
C 0.1370 -2.0610 -0.1690 -0.035 -0.057 -0.028 -0.253
C 0.8935 -2.7015 -1.1603 -0.012 -0.030 0.011 -0.025
C 1.7203 -3.7596 -0.8604 -0.033 0.014 0.016 0.010
C 1.8538 -4.2204 0.4557 -0.001 0.006 -0.009 -0.215
C 2.7806 -5.3452 0.7970 0.001 0.005 0.000 -0.004
C 1.1252 -3.5751 1.4487 0.004 -0.039 -0.011 0.030
C 0.2649 -2.5295 1.1458 0.012 0.013 0.019 -0.140
N -0.4519 -1.9260 2.2249 -0.008 0.022 -0.036 -0.044
C -0.8831 -2.4816 3.3627 0.003 -0.010 0.035 0.032
C -1.3394 -1.4715 4.1948 -0.002 0.032 0.005 0.028
C -1.1471 -0.3038 3.4827 0.008 0.003 -0.001 -0.094
N -0.5996 -0.5745 2.2823 -0.024 -0.013 -0.079 -0.108
C -2.6167 -0.6331 -2.2017 -0.055 0.088 -0.007 -0.127
C -3.5708 -1.0961 -3.1032 -0.042 -0.027 -0.022 0.045
N -2.4774 0.7895 -2.0389 0.101 -0.055 -0.005 -0.019
C -3.1384 1.7253 -2.7371 -0.038 0.040 -0.052 0.021
C -2.8813 2.9670 -2.1951 0.044 0.012 0.044 0.025
C -2.0326 2.7154 -1.1420 0.025 0.047 -0.055 -0.126
N -1.7630 1.3968 -1.0410 -0.036 -0.123 0.189 -0.094
H -4.4646 -3.7523 -4.8619 0.002 0.003 -0.007 0.099
H -5.1676 -2.1331 -4.9339 -0.001 0.002 -0.002 0.089
H -5.7217 -3.2925 -3.7252 0.000 -0.002 -0.003 0.104
H -3.2416 -4.4172 -2.6330 -0.003 -0.003 -0.005 0.138
H -1.5667 -3.6253 -1.0452 0.009 -0.012 -0.010 0.128
H 0.7629 -2.3935 -2.1873 -0.002 0.003 -0.014 0.125
H 2.2680 -4.2493 -1.6555 0.007 -0.002 0.001 0.142
H 3.0092 -5.9494 -0.0780 -0.004 -0.006 0.000 0.097
H 2.3583 -5.9881 1.5680 0.000 -0.001 0.001 0.099
H 3.7231 -4.9480 1.1817 0.005 -0.001 -0.005 0.106
H 1.2475 -3.8854 2.4794 -0.008 0.007 0.005 0.139
H -0.8429 -3.5477 3.5177 0.006 -0.006 -0.021 0.158
H -1.7482 -1.5802 5.1844 -0.005 -0.010 -0.001 0.132
H -1.3731 0.7126 3.7607 -0.004 -0.001 0.000 0.123
H -4.1736 -0.4082 -3.6760 0.004 0.019 0.013 0.116
H -3.7573 1.4794 -3.5801 0.013 -0.037 -0.002 0.144
H -3.2574 3.9169 -2.5326 -0.007 -0.003 -0.006 0.135
H -1.5709 3.4200 -0.4752 0.001 -0.010 0.006 0.103
C -1.7549 3.1100 2.1223 -0.058 0.009 0.021 -0.042
O -0.7532 2.2795 1.4714 0.184 -0.046 -0.108 -0.496
Si 1.0075 2.7530 1.3438 -0.063 -0.081 0.046 0.439
C 1.0901 4.4361 0.6076 -0.028 0.051 0.000 -0.114
C 1.4875 2.8407 3.1210 0.042 0.038 0.045 -0.124
C 1.4156 1.2221 0.2702 -0.002 0.172 0.045 -0.543
Si 1.9328 1.6370 -1.6382 0.022 -0.014 0.106 0.456
C 0.7826 2.7978 -2.5435 0.005 0.035 0.013 -0.157
C 3.6120 2.4323 -1.6670 0.012 0.017 -0.016 -0.155
C 1.8596 0.0818 -2.6493 0.047 0.026 -0.069 -0.158
Si 3.0385 0.4113 1.1037 -0.085 -0.027 -0.032 0.449
C 3.8578 -0.8006 -0.0373 0.064 -0.010 -0.018 -0.149
C 2.6282 -0.5462 2.6565 -0.004 0.009 0.057 -0.152
C 4.2169 1.7755 1.5808 0.071 0.021 -0.020 -0.151
H -1.6571 4.1329 1.7626 0.001 -0.003 0.010 0.108
H -1.5895 3.0825 3.1972 0.012 0.004 -0.006 0.100
H -2.7369 2.7190 1.8730 -0.040 -0.004 -0.034 0.046
H 0.8275 5.1596 1.3839 0.020 0.027 -0.014 0.069
H 0.4670 4.6188 -0.2634 -0.005 0.002 -0.001 0.029
H 2.1252 4.6449 0.3230 -0.004 0.024 -0.010 0.064
H 0.7167 3.4250 3.6327 0.004 0.010 0.022 0.058
H 2.4125 3.4082 3.2291 -0.005 -0.001 0.023 0.062
H 1.6027 1.8930 3.6410 0.001 0.007 -0.012 0.036
H 0.4555 3.6928 -2.0229 -0.018 0.012 -0.022 0.016
H -0.0843 2.2840 -2.9578 -0.035 0.003 0.012 0.029
H 1.3722 3.1442 -3.3983 -0.004 -0.009 -0.011 0.066
H 3.6233 3.4054 -1.1729 0.014 0.004 -0.009 0.042
H 3.8162 2.6181 -2.7261 0.020 0.009 0.003 0.064
H 4.4368 1.8379 -1.2824 -0.004 -0.013 0.025 0.033
H 0.8288 -0.2631 -2.7559 -0.016 -0.015 -0.012 0.024
H 2.4903 -0.7369 -2.3184 -0.004 -0.024 0.024 0.021
H 2.1973 0.3717 -3.6499 -0.010 -0.029 -0.009 0.069
H 3.2042 -1.6291 -0.3091 -0.003 0.023 0.009 0.015
H 4.6863 -1.2178 0.5449 0.008 -0.017 -0.012 0.066
H 4.2897 -0.3779 -0.9421 -0.002 0.000 -0.008 0.039
H 2.3383 -1.5709 2.4303 -0.007 0.002 0.002 0.015
H 1.8854 -0.1087 3.3212 -0.002 -0.017 -0.002 0.013
H 3.5633 -0.6050 3.2223 -0.006 -0.002 0.008 0.068
H 4.3092 2.6025 0.8787 -0.021 -0.002 0.027 0.031
H 5.2004 1.2963 1.6296 0.026 0.043 -0.017 0.068
H 4.0289 2.1747 2.5753 -0.001 -0.032 0.013 0.033
Cl -3.6110 -0.2160 1.0110 -0.001 -0.139 0.087 0.599
C -4.9921 0.5649 1.8551 -0.206 0.227 0.017 -0.920
Cl -5.3635 2.1395 1.1671 0.086 -0.087 0.018 0.591
H -4.7352 0.6792 2.9016 0.058 -0.038 -0.020 0.037
H -5.8444 -0.0925 1.7268 0.038 -0.031 -0.037 0.045
```
Forces are in eV/Å.

***

# 2
Below is a molecular structure, C44H63N3RuSi2Te in a non-equilibrium geometry, with properties calculated with ωB97M-V/def2-TZVPD.

lowest unoccupied orbital energy (spin up / spin down) = -7.9 / -7.9 eV
total charge = +2
E_HOMO (spin up / spin down) = -0.4793 / -0.4792 hartree
total energy = -2820.046444 hartree
2S+1 = 1
gap between HOMO and LUMO (spin up / spin down) = 0.1890 / 0.1889 Eh
energy above the lowest of the compared OMol25 structures with the same formula, charge and spin = 67.58 kcal/mol
molar mass = 918.9 g/mol

Structure (XYZ):
```
114
Properties=species:S:1:pos:R:3:forces:R:3:lowdin_charge:R:1
Ru 0.3486 -1.1266 -0.0670 -1.341 1.689 -0.876 0.928
C 2.5875 5.2293 -2.1044 -0.086 0.020 0.084 -0.021
C 1.6783 5.3441 -0.8686 0.075 0.238 -0.098 -0.554
C 0.4220 6.1423 -1.2280 0.124 -0.143 0.047 -0.047
C 2.4152 6.0838 0.2518 -0.087 -0.110 -0.059 -0.033
C 1.3545 3.9258 -0.4560 -0.063 -0.317 0.119 -0.131
C 2.2858 3.1018 0.1791 -0.220 0.064 -0.057 0.025
C 1.9881 1.7801 0.4411 0.259 -0.008 0.143 -0.147
N 0.8353 1.1882 0.1108 -0.276 -0.550 0.038 0.025
C -0.0805 1.9697 -0.4847 0.194 0.252 0.096 -0.204
C 0.1445 3.3144 -0.7636 0.090 -0.204 0.050 0.068
C -1.3325 1.3455 -0.9326 -0.301 0.182 -0.132 -0.200
C -2.5023 2.0880 -1.0421 0.218 -0.254 -0.147 0.044
C -3.6471 1.5270 -1.5928 0.161 -0.136 -0.036 -0.131
C -3.5391 0.1985 -2.0146 0.225 0.146 0.003 0.034
C -2.3526 -0.4878 -1.8471 -0.272 -0.298 -0.288 -0.095
N -1.2698 0.0619 -1.3066 1.376 -0.881 1.343 0.063
C -4.9367 2.3008 -1.7361 -0.276 0.080 0.026 -0.552
C -5.8622 1.8907 -0.5795 0.071 0.053 -0.099 -0.021
C -4.7213 3.8158 -1.6727 0.003 -0.239 -0.012 -0.043
C -5.6020 1.9524 -3.0738 0.107 0.053 0.105 -0.035
H 2.7730 6.2130 -2.5276 0.037 0.117 -0.005 0.098
H 2.1228 4.6120 -2.8706 -0.041 -0.037 -0.117 0.092
H 3.5418 4.7849 -1.8360 0.165 -0.067 -0.015 0.087
H 0.6757 7.1904 -1.3652 0.081 0.045 -0.041 0.096
H -0.3073 6.0894 -0.4226 -0.180 0.019 0.047 0.093
H -0.0256 5.7964 -2.1572 -0.132 -0.052 -0.060 0.087
H 2.6284 7.1016 -0.0635 0.038 0.079 -0.042 0.096
H 3.3620 5.6127 0.4982 0.116 -0.025 0.083 0.078
H 1.7979 6.1316 1.1458 -0.017 0.025 0.158 0.096
H 3.2540 3.4759 0.4645 0.151 0.023 0.062 0.124
H 2.7299 1.1743 0.9395 -0.071 -0.098 -0.036 0.087
H -0.6206 3.8629 -1.2827 -0.094 0.088 -0.066 0.111
H -2.5016 3.1095 -0.7050 -0.011 0.102 0.043 0.110
H -4.3610 -0.2995 -2.4995 -0.108 -0.099 -0.023 0.122
H -2.2553 -1.5109 -2.1883 0.039 0.003 0.081 0.118
H -5.4322 2.1697 0.3808 0.039 0.007 0.120 0.079
H -6.0515 0.8190 -0.5819 -0.037 -0.106 0.002 0.088
H -6.8107 2.4098 -0.6899 -0.142 0.010 0.035 0.099
H -4.3694 4.1337 -0.6941 0.105 0.086 0.086 0.082
H -5.6715 4.3147 -1.8443 -0.063 0.044 -0.021 0.096
H -4.0261 4.1437 -2.4425 0.105 0.116 -0.048 0.098
H -6.0327 0.9556 -3.0558 -0.064 -0.119 -0.084 0.082
H -4.8835 2.0148 -3.8881 0.019 0.003 -0.146 0.099
H -6.4027 2.6572 -3.2785 -0.118 0.017 0.000 0.095
C 0.8303 -1.5196 4.9602 -0.280 0.070 -0.746 -0.157
Si 0.6745 -1.5701 3.0679 1.190 -0.785 0.495 0.530
C 2.3465 -0.9187 2.3833 -0.982 -0.175 0.000 -0.172
C 0.5671 -3.3925 2.4724 -0.184 0.851 0.016 -0.157
C -0.8798 -0.5464 2.5787 1.242 -0.259 -0.696 -0.120
C -1.8634 -1.2953 1.8737 -1.688 -1.144 -0.590 -0.391
C -3.1978 -1.4191 2.3239 0.711 0.262 0.074 -0.006
C -4.0665 -2.2677 1.6858 -0.079 -0.442 -0.346 -0.007
C -3.6196 -3.0065 0.5926 -0.132 0.389 0.509 -0.001
C -2.3182 -2.8270 0.1765 0.116 -0.163 -0.312 -0.119
N -1.4776 -1.9928 0.7790 0.663 0.509 0.525 -0.024
Si -1.5127 1.0418 3.4385 -0.077 1.432 0.155 0.573
C -2.9369 1.7923 2.3920 0.475 -0.456 0.323 -0.152
C -2.1115 0.5997 5.1977 0.353 -0.157 -0.755 -0.140
C -0.1163 2.3306 3.5372 -0.406 -0.634 -0.044 -0.148
H 1.6819 -2.1180 5.2688 0.167 -0.172 -0.054 0.045
H -0.0481 -1.9153 5.4566 -0.213 -0.099 0.121 0.038
H 1.0005 -0.5133 5.3262 0.013 0.274 0.047 0.027
H 3.1485 -1.5733 2.7125 0.011 -0.262 0.065 0.054
H 2.5633 0.0757 2.7605 -0.021 0.210 -0.079 0.033
H 2.3703 -0.9094 1.2811 0.234 0.067 0.074 -0.033
H 1.3503 -3.9743 2.9524 0.189 0.078 0.170 0.047
H 0.6935 -3.5067 1.3908 -0.026 0.007 0.092 -0.007
H -0.3803 -3.8502 2.7418 -0.203 -0.079 0.024 0.040
H -3.5046 -0.8912 3.2089 -0.154 0.253 0.065 0.102
H -5.0814 -2.3727 2.0338 -0.124 -0.014 0.089 0.127
H -4.2671 -3.6989 0.0850 -0.054 -0.154 -0.101 0.122
H -1.9265 -3.3866 -0.6618 0.099 0.109 -0.021 0.094
H -3.2978 1.1274 1.6104 -0.019 -0.067 -0.070 0.008
H -2.6322 2.7191 1.9167 0.210 0.165 -0.045 0.029
H -3.7834 2.0324 3.0279 -0.152 0.003 0.185 0.043
H -2.7146 -0.3009 5.2427 -0.123 -0.153 -0.002 0.031
H -2.7035 1.4155 5.5981 -0.119 0.260 -0.066 0.046
H -1.2639 0.4583 5.8568 0.221 -0.052 0.133 0.027
H 0.2922 2.5709 2.5595 0.007 -0.010 -0.215 0.006
H 0.7034 2.0124 4.1738 0.152 -0.106 0.136 0.032
H -0.5107 3.2524 3.9573 -0.143 0.100 0.095 0.045
C 1.6914 -5.7988 -2.3432 -0.156 -0.064 -0.014 -0.040
C 0.2683 -5.2228 -2.3027 0.211 -0.255 -0.328 -0.621
C -0.2659 -5.0452 -3.7287 0.066 -0.063 0.088 -0.033
C -0.6569 -6.1570 -1.5150 0.074 0.115 0.063 -0.034
C 0.3361 -3.9236 -1.6502 -0.090 0.873 0.642 -0.146
C 0.3858 -2.8669 -1.0418 -0.482 -0.264 0.152 -0.381
H 1.6749 -6.7822 -2.8052 0.038 -0.110 -0.085 0.095
H 2.0918 -5.9009 -1.3370 0.065 -0.016 0.094 0.091
H 2.3465 -5.1535 -2.9259 0.063 0.006 -0.061 0.081
H -0.3106 -6.0182 -4.2121 -0.026 -0.058 -0.125 0.096
H 0.3804 -4.3914 -4.3088 0.076 0.032 -0.086 0.089
H -1.2649 -4.6159 -3.7167 -0.121 0.018 -0.014 0.084
H -0.5883 -7.1638 -1.9204 -0.020 -0.082 -0.035 0.095
H -1.6925 -5.8322 -1.5904 -0.126 0.036 0.000 0.080
H -0.3785 -6.1841 -0.4638 0.041 -0.068 0.097 0.089
C 3.6108 -2.8560 -0.9862 -0.242 -0.115 0.075 -0.337
Te 2.3704 -1.3289 -1.9107 0.661 0.035 0.199 1.486
C 4.1417 -0.0948 -1.6426 -0.269 0.296 0.041 -0.375
C 5.2707 -1.0045 -1.2568 -0.118 -0.285 0.035 -0.293
C 6.5741 -0.5258 -1.2464 0.047 -0.084 0.029 -0.033
C 7.6219 -1.3712 -0.9300 -0.008 0.073 -0.018 -0.059
C 7.3703 -2.6958 -0.5997 -0.050 -0.011 0.018 -0.058
C 6.0711 -3.1739 -0.5979 0.083 0.048 -0.034 -0.029
C 5.0159 -2.3351 -0.9409 0.013 0.347 -0.034 -0.283
H 3.5549 -3.7652 -1.5861 -0.212 0.149 0.006 0.050
H 3.2211 -3.0857 0.0111 -0.085 0.080 -0.170 0.064
H 3.9901 0.6902 -0.9000 -0.104 -0.051 -0.075 0.039
H 4.3550 0.3848 -2.5987 -0.189 0.024 -0.005 0.065
H 6.7580 0.5077 -1.5003 0.095 0.097 -0.052 0.120
H 8.6351 -1.0003 -0.9571 0.081 0.019 0.048 0.113
H 8.1909 -3.3539 -0.3548 0.018 -0.054 0.020 0.113
H 5.8750 -4.2051 -0.3464 -0.007 -0.148 0.016 0.120
```
Forces are in eV/Å.

***

# 3
Below is 2 unconnected molecules or ions with the total composition C11H15N in a non-equilibrium geometry, with properties calculated with ωB97M-V/def2-TZVPD.

lowest unoccupied orbital energy = 0.9 eV
total charge = 0
E_HOMO = -0.2889 hartree
total energy = -482.905481 hartree
2S+1 = 1
gap between HOMO and LUMO = 0.3216 Eh
energy above the lowest of the compared OMol25 structures with the same formula, charge and spin = 6.08 kcal/mol
SMILES = Cc1c[nH]c2ccccc12.CC
molar mass = 161.2 g/mol

Structure (XYZ):
```
27
Properties=species:S:1:pos:R:3:forces:R:3:lowdin_charge:R:1
C -2.2072 -1.8078 -1.2057 0.112 0.426 0.633 -0.044
C -0.8928 -1.4392 -0.5713 0.290 0.043 -1.426 -0.229
C 0.0031 -2.1739 0.1273 -0.360 -0.300 0.812 -0.063
N 1.1594 -1.4598 0.3411 0.907 0.049 -0.079 0.076
C 1.0912 -0.2846 -0.3578 -0.507 0.429 -0.163 -0.247
C 1.9658 0.7812 -0.5012 0.409 0.180 0.025 -0.032
C 1.5604 1.8942 -1.2241 0.686 -0.172 0.357 -0.102
C 0.3232 1.9389 -1.8417 -0.953 -0.584 -0.251 -0.098
C -0.5463 0.8618 -1.7194 0.309 0.177 -0.496 -0.029
C -0.1783 -0.2391 -0.9574 -0.344 -0.122 0.416 -0.164
H -2.7750 -0.8846 -1.3360 -0.125 -0.064 -0.056 0.068
H -2.8124 -2.4565 -0.5716 0.097 -0.184 -0.186 0.075
H -2.0542 -2.2333 -2.1977 -0.086 -0.181 0.073 0.082
H -0.1108 -3.1439 0.5810 -0.024 -0.095 -0.022 0.120
H 2.0075 -1.7889 0.7757 -0.333 -0.131 -0.012 0.154
H 2.9641 0.7547 -0.0853 0.025 0.002 0.139 0.106
H 2.2635 2.7111 -1.3129 -0.064 0.098 -0.087 0.098
H -0.0062 2.7571 -2.4641 0.270 0.248 0.030 0.096
H -1.4373 0.8239 -2.3307 -0.286 0.170 0.245 0.105
C -0.8486 0.7413 3.7955 0.230 -0.446 -0.269 -0.171
C -0.4725 1.1082 2.3577 -0.849 -0.282 0.265 -0.163
H -0.3105 1.3693 4.5081 -0.301 0.014 0.093 0.060
H -1.9307 0.7755 3.9342 0.102 0.342 0.222 0.061
H -0.5649 -0.2936 4.0007 0.047 -0.005 0.044 0.057
H -0.6410 2.1746 2.2083 0.448 0.050 -0.171 0.067
H -1.1621 0.6064 1.6678 0.299 -0.045 -0.001 0.062
H 0.5408 0.7805 2.1315 0.001 0.383 -0.136 0.054
```
Forces are in eV/Å.

***

What is the total energy in the second record?
-2820.046444 hartree